Record 1
{
  "formula": "C24H22N6Sn",
  "method": "ωB97M-V/def2-TZVPD",
  "species": ["Sn", "C", "C", "C", "C", "C", "C", "C", "N", "C", "N", "C", "C", "C", "C", "C", "C", "C", "N", "C", "C", "C", "C", "C", "C", "C", "H", "H", "H", "H", "H", "H", "H", "H", "H", "H", "H", "H", "H", "H", "H", "H", "H", "H", "H", "H", "H", "H", "N", "C", "N", "C", "N"],
  "coordinates": [[0.55, -3.17, -0.29], [-2.34, 1.07, -1.84], [-1.83, 2.33, -1.21], [-2.61, 3.48, -1.19], [-2.14, 4.67, -0.66], [-0.87, 4.73, -0.12], [-0.08, 3.59, -0.11], [-0.55, 2.40, -0.65], [0.33, 1.30, -0.71], [0.07, 0.02, -0.32], [-0.92, -0.09, 0.57], [-1.52, -1.18, 1.24], [-1.21, -2.50, 0.93], [-1.85, -3.50, 1.67], [-2.75, -3.20, 2.67], [-3.06, -1.88, 2.94], [-2.47, -0.85, 2.22], [-2.81, 0.57, 2.57], [0.79, -0.96, -0.79], [1.71, -0.68, -1.84], [1.24, -0.58, -3.14], [2.11, -0.41, -4.20], [3.47, -0.32, -3.96], [3.94, -0.40, -2.66], [3.08, -0.58, -1.58], [3.62, -0.69, -0.19], [-3.12, 1.30, -2.57], [-2.76, 0.38, -1.10], [-1.53, 0.54, -2.35], [-3.60, 3.45, -1.62], [-2.75, 5.55, -0.69], [-0.49, 5.65, 0.30], [0.92, 3.61, 0.30], [1.21, 1.46, -1.17], [-1.26, 0.80, 0.91], [-1.62, -4.53, 1.46], [-3.19, -3.99, 3.26], [-3.76, -1.65, 3.73], [-3.61, 0.58, 3.31], [-3.15, 1.13, 1.70], [-1.95, 1.07, 3.01], [0.17, -0.65, -3.32], [1.73, -0.35, -5.21], [4.16, -0.21, -4.78], [5.00, -0.31, -2.48], [4.69, -0.48, -0.18], [3.46, -1.69, 0.19], [3.13, 0.00, 0.49], [3.96, -3.38, 5.54], [3.49, -3.07, 4.53], [3.04, -2.61, 3.42], [2.30, -2.87, 2.48], [1.66, -2.92, 1.49]],
  "nbo_charge": [1.139, -0.630, -0.033, -0.190, -0.203, -0.207, -0.206, 0.105, -0.625, 0.683, -0.604, 0.192, -0.451, -0.227, -0.219, -0.190, -0.075, -0.645, -0.686, 0.102, -0.215, -0.211, -0.206, -0.191, -0.033, -0.635, 0.225, 0.230, 0.217, 0.214, 0.219, 0.221, 0.221, 0.427, 0.421, 0.202, 0.214, 0.208, 0.233, 0.210, 0.219, 0.213, 0.218, 0.218, 0.213, 0.221, 0.240, 0.220, -0.430, 0.435, -0.640, 0.684, -0.814],
  "homo_energy_ev": -8.22,
  "lumo_ev": 0.4
}


Record 2
{
  "formula": "C24H23F6N8O9RuS5",
  "method": "ωB97M-V/def2-TZVPD",
  "species": ["Ru", "N", "C", "N", "C", "C", "S", "C", "C", "S", "C", "N", "N", "H", "H", "H", "H", "H", "H", "C", "C", "C", "C", "C", "C", "C", "S", "O", "O", "N", "C", "C", "O", "O", "H", "H", "H", "H", "H", "H", "H", "H", "H", "O", "H", "H", "F", "C", "F", "F", "S", "O", "O", "N", "S", "O", "O", "C", "F", "F", "F", "N", "C", "N", "C", "C", "C", "C", "C", "C", "H", "H", "H", "H", "H", "H"],
  "coordinates": [[0.78, 1.09, -0.30], [-0.24, 4.11, -2.01], [0.57, 4.22, -0.95], [0.85, 3.22, -0.13], [1.72, 3.62, 0.88], [2.12, 4.90, 0.82], [1.39, 5.69, -0.53], [2.01, 2.60, 1.88], [2.76, 2.69, 3.00], [2.67, 1.22, 3.89], [1.62, 0.55, 2.71], [1.40, 1.36, 1.69], [1.09, -0.68, 2.84], [-0.92, 3.37, -1.95], [-0.50, 4.94, -2.51], [2.79, 5.42, 1.48], [3.32, 3.53, 3.36], [1.08, -1.05, 3.78], [0.19, -0.80, 2.39], [-3.02, -5.05, -2.31], [-2.13, -3.84, -2.28], [-2.34, -2.81, -1.43], [-1.40, -1.64, -1.35], [-0.60, -1.49, -2.61], [-0.37, -2.55, -3.43], [-1.05, -3.76, -3.22], [-0.28, 0.13, -3.25], [0.28, -0.02, -4.56], [-1.59, 0.76, -3.15], [0.76, 0.91, -2.30], [1.85, 1.62, -2.99], [3.02, 1.89, -2.04], [4.00, 2.47, -2.45], [2.85, 1.47, -0.82], [-3.77, -5.01, -1.53], [-2.44, -5.97, -2.18], [-3.53, -5.13, -3.27], [-3.16, -2.84, -0.72], [-1.96, -0.73, -1.14], [0.25, -2.42, -4.30], [-0.86, -4.60, -3.88], [1.52, 2.59, -3.37], [2.22, 1.05, -3.83], [-1.71, 2.00, -0.81], [-1.97, 1.44, -1.57], [-2.11, 1.67, 0.00], [-4.89, -0.73, 2.82], [-4.04, -0.29, 1.91], [-3.86, -1.24, 0.98], [-4.55, 0.78, 1.31], [-2.39, 0.09, 2.64], [-1.62, 0.57, 1.51], [-1.91, -1.16, 3.18], [-2.84, 1.17, 3.66], [-1.80, 2.08, 4.44], [-2.35, 2.51, 5.68], [-0.45, 1.56, 4.38], [-1.74, 3.61, 3.43], [-0.95, 4.50, 4.03], [-2.95, 4.14, 3.29], [-1.25, 3.37, 2.21], [0.08, -3.20, -0.06], [-0.47, -1.86, -0.12], [0.71, -1.01, -0.15], [1.80, -1.79, -0.13], [3.17, -1.44, -0.13], [4.09, -2.46, -0.12], [3.69, -3.82, -0.12], [2.36, -4.19, -0.11], [1.42, -3.16, -0.11], [-0.49, -4.01, -0.25], [-1.06, -1.66, 0.78], [3.48, -0.41, -0.15], [5.14, -2.23, -0.12], [4.45, -4.59, -0.12], [2.06, -5.23, -0.10]],
  "mulliken_spin": [2.421, 0.012, 0.014, 0.031, 0.039, 0.009, 0.002, 0.011, 0.005, -0.002, 0.010, -0.076, 0.021, 0.001, -0.001, 0.000, 0.000, 0.000, 0.003, 0.012, -0.081, 0.290, 0.139, 0.316, -0.108, 0.425, 0.005, 0.008, 0.024, 0.145, 0.003, 0.004, 0.023, 0.209, 0.001, -0.007, -0.004, 0.017, 0.070, 0.005, 0.012, 0.011, 0.002, 0.064, 0.002, -0.009, 0.000, 0.002, 0.002, 0.000, 0.008, 0.048, 0.001, 0.001, 0.000, 0.000, 0.000, 0.001, 0.000, 0.000, 0.008, 0.172, -0.223, 0.425, 0.106, 0.016, 0.025, 0.153, -0.061, 0.216, -0.004, 0.037, -0.025, 0.003, 0.010, -0.002],
  "homo_energy_ev": [-7.88, -8.54],
  "multiplicity": 6,
  "lumo_ev": [0.1, -2.3]
}


Record 3
{
  "formula": "C24H23F6O",
  "method": "ωB97M-V/def2-TZVPD",
  "species": ["O", "C", "C", "C", "C", "C", "C", "F", "F", "F", "H", "H", "H", "H", "H", "H", "H", "H", "F", "C", "C", "C", "C", "C", "C", "H", "H", "H", "H", "H", "F", "C", "C", "C", "C", "C", "C", "H", "H", "H", "H", "H", "F", "C", "C", "C", "C", "C", "C", "H", "H", "H", "H", "H"],
  "coordinates": [[5.30, -0.61, 0.06], [4.95, 0.23, -0.76], [3.81, 1.22, -0.57], [2.49, 0.60, -0.11], [2.03, -0.48, -1.09], [0.49, -0.68, -1.22], [-0.36, 0.55, -1.08], [-1.66, 0.26, -1.46], [-0.48, 1.01, 0.17], [0.00, 1.58, -1.87], [5.49, 0.24, -1.74], [3.66, 1.71, -1.55], [4.17, 1.97, 0.15], [2.68, 0.12, 0.87], [2.41, -0.27, -2.10], [2.42, -1.48, -0.82], [0.13, -1.39, -0.47], [0.23, -1.08, -2.21], [1.87, 2.71, 4.17], [0.53, 2.57, 4.15], [-0.10, 2.22, 2.97], [-1.48, 2.09, 2.98], [-2.21, 2.30, 4.15], [-1.55, 2.66, 5.32], [-0.17, 2.79, 5.33], [0.48, 2.05, 2.07], [-1.99, 1.81, 2.07], [-3.28, 2.20, 4.15], [-2.11, 2.82, 6.23], [0.37, 3.06, 6.23], [3.94, 0.27, -4.08], [3.84, -0.75, -4.94], [3.95, -0.51, -6.30], [3.84, -1.58, -7.17], [3.62, -2.86, -6.69], [3.52, -3.08, -5.32], [3.62, -2.02, -4.43], [4.11, 0.50, -6.65], [3.92, -1.41, -8.24], [3.54, -3.69, -7.38], [3.34, -4.07, -4.94], [3.53, -2.15, -3.36], [-5.60, 1.49, 3.97], [-5.85, 0.26, 3.46], [-5.92, 0.12, 2.09], [-6.16, -1.15, 1.58], [-6.33, -2.23, 2.43], [-6.25, -2.05, 3.80], [-6.01, -0.79, 4.33], [-5.78, 0.97, 1.45], [-6.21, -1.29, 0.50], [-6.51, -3.22, 2.02], [-6.37, -2.90, 4.47], [-5.93, -0.63, 5.40]],
  "nbo_charge": [-0.594, 0.432, -0.532, -0.667, -0.434, -0.483, 0.993, -0.377, -0.333, -0.330, 0.065, 0.180, 0.213, 0.149, 0.175, 0.154, 0.211, 0.202, -0.326, 0.399, -0.286, -0.179, -0.251, -0.208, -0.300, 0.278, 0.224, 0.215, 0.202, 0.216, -0.314, 0.409, -0.291, -0.199, -0.243, -0.192, -0.280, 0.225, 0.208, 0.207, 0.213, 0.250, -0.329, 0.401, -0.282, -0.185, -0.233, -0.191, -0.287, 0.235, 0.219, 0.213, 0.213, 0.227],
  "homo_energy_ev": -1.55,
  "total_charge": -1,
  "lumo_ev": 2.5
}


Record 4
{
  "formula": "C24H23FN2O5",
  "method": "ωB97M-V/def2-TZVPD",
  "species": ["C", "H", "O", "C", "C", "C", "C", "C", "C", "O", "C", "H", "H", "H", "H", "C", "H", "H", "C", "N", "C", "O", "C", "N", "C", "C", "C", "C", "C", "O", "H", "H", "H", "H", "C", "O", "C", "C", "C", "C", "C", "C", "H", "H", "F", "H", "H", "H", "H", "H", "H", "H", "H", "H", "H"],
  "coordinates": [[3.23, 1.17, -3.06], [3.28, 1.36, -1.98], [2.49, 0.00, -3.33], [1.19, -0.05, -2.92], [0.52, 0.97, -2.28], [-0.81, 0.81, -1.91], [-1.48, -0.37, -2.17], [-0.81, -1.40, -2.82], [0.52, -1.26, -3.20], [1.25, -2.21, -3.85], [0.64, -3.43, -4.16], [1.40, -4.02, -4.67], [-0.22, -3.30, -4.82], [0.31, -3.96, -3.25], [-1.34, -2.32, -3.03], [-2.91, -0.56, -1.73], [-3.34, 0.41, -1.48], [-3.50, -1.01, -2.52], [-2.98, -1.45, -0.48], [-2.06, -1.04, 0.55], [-2.20, 0.14, 1.19], [-3.16, 0.87, 1.12], [-1.01, 0.47, 2.11], [-0.91, -0.47, 3.22], [-1.96, -1.15, 3.72], [-1.82, -1.96, 4.80], [-0.55, -2.08, 5.40], [0.51, -1.39, 4.90], [0.36, -0.53, 3.77], [1.24, 0.14, 3.23], [1.49, -1.45, 5.33], [-0.42, -2.72, 6.25], [-2.67, -2.50, 5.19], [-2.91, -1.00, 3.23], [0.32, 0.37, 1.33], [0.62, -0.69, 0.80], [1.01, 1.64, 0.98], [2.38, 1.59, 0.78], [3.08, 2.73, 0.41], [2.37, 3.91, 0.23], [1.00, 3.97, 0.41], [0.32, 2.84, 0.80], [-0.75, 2.89, 0.92], [0.49, 4.91, 0.24], [3.04, 5.02, -0.15], [4.15, 2.72, 0.26], [2.89, 0.65, 0.93], [-1.15, 1.47, 2.53], [-1.11, -1.40, 0.50], [-2.74, -2.49, -0.73], [-4.00, -1.41, -0.07], [-1.32, 1.62, -1.41], [1.01, 1.90, -2.07], [2.80, 2.04, -3.56], [4.23, 0.98, -3.45]],
  "nbo_charge": [-0.251, 0.178, -0.483, 0.254, -0.239, -0.246, -0.042, -0.269, 0.272, -0.480, -0.249, 0.200, 0.173, 0.173, 0.206, -0.435, 0.229, 0.214, -0.210, -0.631, 0.676, -0.620, -0.232, -0.360, 0.091, -0.318, -0.128, -0.295, 0.607, -0.614, 0.235, 0.223, 0.231, 0.229, 0.629, -0.616, -0.080, -0.151, -0.296, 0.410, -0.293, -0.192, 0.223, 0.234, -0.323, 0.234, 0.240, 0.238, 0.442, 0.201, 0.212, 0.210, 0.216, 0.174, 0.198],
  "homo_energy_ev": -7.83,
  "smiles": "COc1ccc(CCNC(=O)[C@H](C(=O)c2ccc(F)cc2)n2ccccc2=O)cc1OC",
  "lumo_ev": 0.3
}